1.
Here is a cluster of 6 separate species, C30H29F2N6 in total at a distorted geometry from OMol25. Energies are from ωB97M-V/def2-TZVPD.

```
! RIJCOSX wB97M-V def2-TZVPD def2/J DEFGRID3
* xyz 1 1
F -1.121 1.778 3.022
C -0.716 1.441 1.805
C -1.624 1.136 0.796
C -1.074 0.781 -0.505
C 0.288 0.771 -0.643
N 1.114 1.061 0.376
C 0.647 1.398 1.574
F 1.518 1.664 2.519
H -2.697 1.172 0.986
H -1.729 0.529 -1.336
H 0.708 0.533 -1.622
H 2.118 1.027 0.207
N -2.045 -2.246 1.304
C -0.712 -2.177 1.333
C 0.105 -3.286 1.485
C -0.490 -4.531 1.613
C -1.870 -4.619 1.588
C -2.597 -3.451 1.432
H -0.317 -1.173 1.233
H 1.181 -3.178 1.503
H 0.117 -5.419 1.734
H -2.372 -5.572 1.686
H -3.681 -3.469 1.402
N 3.648 -2.505 5.166
C 3.196 -1.742 4.173
C 2.715 -0.454 4.346
C 2.697 0.073 5.628
C 3.160 -0.704 6.676
C 3.624 -1.980 6.391
H 3.226 -2.198 3.188
H 2.364 0.119 3.503
H 2.328 1.076 5.808
H 3.163 -0.330 7.691
H 4.000 -2.624 7.179
N -3.032 -3.613 -2.771
C -3.473 -3.813 -4.014
C -4.565 -4.608 -4.327
C -5.237 -5.236 -3.291
C -4.795 -5.044 -1.992
C -3.695 -4.227 -1.788
H -2.915 -3.304 -4.793
H -4.879 -4.732 -5.354
H -6.094 -5.866 -3.494
H -5.292 -5.518 -1.157
H -3.313 -4.043 -0.789
N 2.047 5.559 0.300
C 3.049 6.199 -0.302
C 4.360 5.741 -0.316
C 4.646 4.553 0.334
C 3.617 3.873 0.968
C 2.344 4.418 0.918
H 2.779 7.126 -0.795
H 5.133 6.301 -0.823
H 5.656 4.162 0.347
H 3.801 2.941 1.490
H 1.504 3.923 1.397
N -0.282 2.064 -3.656
C -1.325 1.609 -4.357
C -1.941 2.322 -5.371
C -1.454 3.583 -5.675
C -0.376 4.076 -4.960
C 0.172 3.281 -3.968
H -1.674 0.618 -4.083
H -2.781 1.902 -5.907
H -1.910 4.173 -6.460
H 0.033 5.055 -5.168
H 1.020 3.625 -3.385
*
```

The total energy comes out at -1688.5585 a.u. As for the molecular weight: 511.60 g/mol.


2.
Here is a cluster of 3 separate species, C26H33ClN5O11P in total at a distorted geometry from OMol25. Energies are from ωB97M-V/def2-TZVPD.

```
! RIJCOSX wB97M-V def2-TZVPD def2/J DEFGRID3
* xyz 0 1
H -5.910 0.301 -0.133
N -5.399 0.399 -1.040
C -4.180 -0.071 -0.849
N -3.842 -0.570 0.536
N -3.108 -0.135 -1.851
C -2.786 1.191 -2.457
C -2.136 2.250 -1.390
C -0.563 1.874 -1.098
C 0.326 2.888 -1.974
C 1.848 3.074 -1.487
C 2.423 4.325 -2.370
N 2.742 5.333 -2.969
C 1.968 3.546 0.046
P 0.849 4.961 0.563
O 0.510 5.996 -0.514
O -0.612 4.431 1.330
O 1.704 5.814 1.806
C 2.845 1.844 -1.885
Cl 2.541 1.205 -3.605
C 4.321 2.534 -1.979
N 5.407 3.082 -1.985
C 2.992 0.684 -0.787
C 1.901 -0.503 -0.873
C 0.998 -0.636 0.490
C 1.674 -1.581 1.605
H -2.803 -0.628 0.595
H -4.090 0.202 1.195
H -2.259 -0.607 -1.510
H -3.725 1.671 -2.905
H -2.046 0.974 -3.329
H -2.675 2.164 -0.382
H -2.265 3.300 -1.834
H -0.394 1.973 0.035
H -0.476 0.766 -1.437
H 0.199 2.606 -3.077
H -0.179 3.931 -1.865
H 3.064 3.861 0.280
H 1.654 2.632 0.693
H -1.342 4.727 0.728
H 1.060 6.231 2.427
H 3.041 1.031 0.302
H 4.022 0.182 -0.993
H 1.241 -0.485 -1.810
H 2.481 -1.509 -0.924
H 0.873 0.423 0.925
H -0.047 -0.991 0.146
H 1.125 -2.603 1.600
H 2.811 -1.684 1.523
H 1.428 -1.114 2.641
O -4.236 -1.251 6.326
C -3.079 -1.054 5.997
C -1.954 -1.261 6.917
C -0.702 -1.019 6.525
O 0.353 -1.209 7.369
C -0.400 -0.529 5.150
O 0.756 -0.300 4.831
C -1.521 -0.346 4.222
C -2.774 -0.592 4.613
O -3.827 -0.427 3.762
H -2.188 -1.614 7.912
H 1.146 -0.964 6.853
H -1.286 -0.007 3.222
H -4.621 -0.666 4.282
O 2.158 -6.319 -5.442
C 1.708 -5.659 -4.521
C 0.290 -5.698 -4.145
C -0.168 -4.948 -3.141
O -1.483 -4.977 -2.780
C 0.735 -4.045 -2.371
O 0.278 -3.359 -1.470
C 2.157 -4.024 -2.731
C 2.616 -4.777 -3.733
O 3.935 -4.769 -4.076
H -0.354 -6.355 -4.713
H -1.562 -4.350 -2.034
H 2.804 -3.378 -2.153
H 4.013 -5.392 -4.827
*
```

The total energy comes out at -2913.3864 a.u. As for the molecular weight: 658.00 g/mol.


3.
Here is an isolated molecule of C5H6O3 at a distorted geometry from OMol25. Energies are from ωB97M-V/def2-TZVPD.

```
! RIJCOSX wB97M-V def2-TZVPD def2/J DEFGRID3
* xyz 0 1
C 1.441 0.286 2.001
C 0.207 -0.216 1.314
O -0.773 -0.679 1.831
O 0.495 -0.348 -0.068
C -0.599 -0.054 -0.867
C -0.478 -0.397 -2.321
C -1.595 0.638 -0.323
O -2.635 1.093 -0.046
H 2.127 -0.558 2.142
H 1.946 1.039 1.394
H 1.178 0.678 2.978
H -1.396 -0.145 -2.852
H 0.369 0.133 -2.767
H -0.287 -1.471 -2.416
*
```

The total energy comes out at -419.7891 a.u. The energy above the lowest of the compared OMol25 structures with the same formula, charge and spin is 31.6 kcal/mol. As for the molecular weight: 114.10 g/mol.


4.
Here is a cluster of 7 separate species, C18H37O27PS6 in total at a distorted geometry from OMol25. Energies are from ωB97M-V/def2-TZVPD.

```
! RIJCOSX wB97M-V def2-TZVPD def2/J DEFGRID3
* xyz 0 1
C 10.873 -3.834 -2.265
O 10.955 -2.911 -1.174
C 10.418 -1.631 -1.522
C 9.002 -1.501 -0.894
C 7.879 -1.187 -1.952
P 6.263 -1.729 -1.168
O 5.500 -0.343 -0.567
C 5.157 -2.426 -2.525
C 4.908 -3.915 -2.171
O 4.892 -4.227 -1.008
H 9.954 -3.615 -2.827
H 11.765 -3.791 -2.905
H 10.801 -4.829 -1.808
H 11.068 -0.912 -1.005
H 10.431 -1.457 -2.605
H 8.686 -2.406 -0.366
H 9.008 -0.649 -0.200
H 7.827 -0.088 -2.017
H 8.069 -1.659 -2.922
H 5.712 -0.382 0.369
H 4.195 -1.890 -2.558
H 5.609 -2.319 -3.521
H 4.774 -4.697 -2.944
O -0.232 -0.621 -0.356
S -0.139 -1.838 0.376
O -1.278 -2.440 0.974
O 1.018 -1.687 1.478
C 2.016 -2.705 1.287
C 1.984 -3.001 -0.195
O 0.591 -2.932 -0.546
H 1.731 -3.579 1.876
H 2.989 -2.349 1.616
H 2.390 -3.979 -0.438
H 2.519 -2.234 -0.760
O 2.210 -7.572 -4.694
S 2.106 -6.247 -4.197
O 3.199 -5.334 -4.253
O 1.554 -6.310 -2.689
C 0.341 -5.550 -2.579
C -0.285 -5.621 -3.956
O 0.825 -5.539 -4.860
H 0.600 -4.524 -2.314
H -0.300 -5.971 -1.808
H -0.984 -4.809 -4.139
H -0.788 -6.577 -4.118
O -1.939 5.554 0.428
S -2.690 4.348 0.480
O -4.114 4.356 0.531
O -2.132 3.456 1.693
C -1.705 2.174 1.203
C -1.275 2.431 -0.222
O -2.235 3.394 -0.720
H -2.556 1.490 1.249
H -0.895 1.786 1.815
H -1.289 1.530 -0.829
H -0.275 2.880 -0.260
O -8.834 3.131 3.315
S -9.258 3.973 2.249
O -10.607 4.406 2.122
O -8.795 3.302 0.866
C -7.958 4.213 0.137
C -7.285 5.052 1.201
O -8.302 5.258 2.196
H -8.596 4.822 -0.507
H -7.243 3.667 -0.472
H -6.928 6.004 0.819
H -6.456 4.515 1.664
O -13.000 0.537 6.683
S -13.432 1.381 5.623
O -14.781 1.810 5.503
O -12.966 0.717 4.233
C -12.137 1.633 3.505
C -11.467 2.475 4.567
O -12.480 2.674 5.566
H -12.777 2.240 2.862
H -11.420 1.090 2.894
H -11.120 3.425 4.187
H -10.635 1.942 5.031
O 3.319 1.366 0.363
S 2.799 2.686 0.406
O 1.398 2.948 0.387
O 3.503 3.548 -0.752
C 4.159 4.688 -0.184
C 4.545 4.255 1.216
O 3.440 3.458 1.661
H 3.449 5.517 -0.163
H 5.021 4.964 -0.786
H 4.700 5.096 1.886
H 5.438 3.626 1.206
*
```

The total energy comes out at -5469.8315 a.u. The energy above the lowest of the compared OMol25 structures with the same formula, charge and spin is 0.0 kcal/mol. As for the molecular weight: 908.84 g/mol.


5.
Here is a structure of composition C32H52N7O3P2RuS4 from OMol25. Energies are from ωB97M-V/def2-TZVPD.

```
! RIJCOSX wB97M-V def2-TZVPD def2/J DEFGRID3
* xyz 0 6
Ru 1.096 -0.238 -0.591
C 5.329 3.318 -1.122
S 5.391 2.057 0.159
C 4.090 0.947 -0.301
S 3.199 1.147 -1.772
N 3.915 -0.002 0.551
N 2.908 -0.875 0.151
C 3.268 -2.112 -0.217
C 2.484 -2.762 -1.179
C 2.713 -4.080 -1.642
C 1.902 -4.613 -2.603
C 0.831 -3.856 -3.118
C 0.644 -2.581 -2.635
N 1.446 -2.027 -1.718
H 6.146 4.000 -0.891
H 4.385 3.858 -1.103
H 5.483 2.887 -2.108
H 4.200 -2.527 0.148
H 3.536 -4.645 -1.226
H 2.081 -5.618 -2.964
H 0.159 -4.251 -3.867
H -0.190 -1.975 -2.962
N -4.747 -7.291 -0.872
C -4.352 -5.969 -1.029
C -5.135 -4.928 -0.525
C -4.758 -3.612 -0.716
C -3.599 -3.320 -1.419
C -2.819 -4.346 -1.939
C -3.190 -5.661 -1.746
S -3.030 -1.661 -1.567
O -4.011 -0.798 -0.950
O -2.753 -1.420 -2.970
N -1.629 -1.593 -0.836
C -1.193 -2.191 0.256
S -1.925 -3.476 1.209
C -0.491 -3.570 2.181
C 0.409 -2.658 1.767
N 0.007 -1.864 0.721
H -5.372 -7.470 -0.104
H -4.014 -7.977 -0.946
H -6.041 -5.158 0.022
H -5.351 -2.797 -0.319
H -1.909 -4.108 -2.476
H -2.579 -6.462 -2.146
H -0.401 -4.280 2.985
H 1.392 -2.513 2.191
C 0.925 0.468 -4.550
P -0.125 1.368 -3.403
C -1.781 1.396 -4.076
C 0.466 3.066 -3.402
O -0.137 0.769 -2.018
H 0.981 1.005 -5.498
H 0.506 -0.521 -4.724
H 1.925 0.371 -4.124
H -1.773 1.803 -5.089
H -2.411 2.019 -3.440
H -2.176 0.379 -4.076
H 0.479 3.461 -4.418
H 1.468 3.103 -2.972
H -0.207 3.672 -2.792
C -0.595 4.000 0.199
C 0.491 3.749 1.259
C 0.372 4.807 2.361
C 1.834 3.906 0.530
P 0.323 1.969 1.845
N 0.800 1.078 0.619
C -1.480 1.550 2.198
C -2.222 1.355 0.864
C -2.206 2.621 3.025
C -1.576 0.209 2.945
C 1.394 1.655 3.358
C 0.795 2.222 4.652
C 2.782 2.275 3.163
C 1.610 0.139 3.485
H -0.366 4.944 -0.301
H -1.589 4.092 0.631
H -0.603 3.203 -0.548
H 0.376 5.792 1.887
H 1.212 4.779 3.052
H -0.550 4.722 2.934
H 1.823 4.877 0.024
H 1.967 3.132 -0.225
H 2.692 3.892 1.194
H -2.438 2.292 0.358
H -3.180 0.874 1.068
H -1.684 0.710 0.170
H -2.308 3.563 2.490
H -1.729 2.815 3.984
H -3.215 2.254 3.227
H -1.054 -0.593 2.425
H -2.634 -0.061 2.988
H -1.216 0.266 3.969
H 0.627 3.298 4.597
H 1.515 2.046 5.455
H -0.136 1.740 4.940
H 2.763 3.363 3.185
H 3.258 1.932 2.246
H 3.407 1.947 3.997
H 0.725 -0.394 3.819
H 2.403 -0.031 4.216
H 1.947 -0.277 2.535
*
```

The total energy comes out at -4229.9093 a.u. The energy above the lowest of the compared OMol25 structures with the same formula, charge and spin is 0.0 kcal/mol. As for the molecular weight: 874.10 g/mol. The expectation value of S² is 8.78.


6.
Here is a cluster of 2 separate species, C12H30N2P in total at a distorted geometry from OMol25. Energies are from ωB97M-V/def2-TZVPD.

```
! RIJCOSX wB97M-V def2-TZVPD def2/J DEFGRID3
* xyz 1 1
C -1.140 -4.030 1.520
C -1.796 -2.715 1.934
C -3.284 -2.930 2.217
N -4.088 -1.721 1.992
P -5.817 -2.015 2.031
H -0.084 -4.061 1.775
H -1.646 -4.858 1.998
H -1.206 -4.170 0.445
H -1.634 -1.937 1.189
H -1.344 -2.372 2.861
H -3.393 -3.202 3.263
H -3.639 -3.786 1.638
H -3.876 -1.347 1.072
H -5.948 -2.884 0.912
H -5.804 -2.967 3.070
C 1.547 3.956 -3.349
C 1.175 2.470 -3.360
C 0.482 1.956 -2.102
N 1.365 1.487 -0.950
C 1.646 0.013 -1.130
C 2.333 -0.618 0.069
C 1.558 -0.367 1.359
C 1.249 1.114 1.548
C 0.571 1.695 0.322
C 2.641 2.250 -0.877
H 2.452 4.166 -2.782
H 1.726 4.303 -4.365
H 0.738 4.559 -2.933
H 2.036 1.853 -3.623
H 0.455 2.326 -4.167
H -0.135 1.096 -2.353
H -0.180 2.721 -1.700
H 0.680 -0.465 -1.293
H 2.244 -0.085 -2.035
H 2.410 -1.690 -0.111
H 3.359 -0.257 0.163
H 2.124 -0.740 2.211
H 0.620 -0.931 1.335
H 2.159 1.668 1.787
H 0.585 1.251 2.401
H 0.417 2.768 0.421
H -0.394 1.215 0.156
H 2.407 3.297 -0.710
H 3.195 2.107 -1.797
H 3.234 1.879 -0.050
*
```

The total energy comes out at -925.8283 a.u. As for the molecular weight: 233.36 g/mol.